[1]
Below is one molecule with the formula C6H10, with properties calculated with ωB97M-V/def2-TZVPD.

Atoms and positions in Å:
C -0.876 -0.523 0.420
C -1.768 0.540 1.069
C 0.524 -0.085 0.302
C 3.024 0.607 -0.317
C -1.369 -0.904 -0.983
C 1.657 0.242 0.053
H -1.724 1.479 0.507
H 3.028 1.492 -0.962
H -1.332 -0.031 -1.643
H 3.495 -0.212 -0.869
H 3.642 0.824 0.557
H -0.725 -1.676 -1.414
H -0.908 -1.423 1.049
H -2.398 -1.278 -0.956
H -1.458 0.746 2.098
H -2.810 0.201 1.088

For the HOMO energy, the calculation gives -9.365 eV. As for the SMILES: CC#CC(C)C. The value obtained for the gap between HOMO and LUMO is 10.428 eV. As for the energy above the lowest of the compared OMol25 structures with the same formula, charge and spin: 115.9 kJ/mol.

[2]
Below is a 19-piece molecular cluster, H39O19 overall in a non-equilibrium geometry, with properties calculated with ωB97M-V/def2-TZVPD.

Atoms and positions in Å:
O 0.035 -0.054 1.991
O -1.238 3.381 -1.555
O 4.005 -0.481 1.888
O 0.345 1.995 -4.713
O -1.341 -0.118 -1.533
O -3.467 -2.344 -2.074
O -1.334 1.818 1.248
O 0.851 2.008 -0.565
O 0.840 -0.865 -0.303
O -0.479 -3.579 -1.649
O 2.860 3.178 1.050
O 3.409 1.671 -2.282
O -1.374 -4.066 1.342
O 3.713 -0.653 -1.248
O -2.262 -1.162 2.811
O -4.014 1.194 1.555
O 1.916 0.703 3.653
O 1.698 -3.671 0.811
O -4.106 0.297 -1.030
H 3.972 -0.272 0.954
H 4.199 -0.409 -2.041
H 0.038 1.598 -3.887
H -3.105 -2.586 -2.936
H 1.381 -4.485 1.205
H -0.899 -4.648 0.737
H 3.805 1.295 -1.487
H 2.402 -0.115 3.506
H -3.218 -1.148 2.720
H -0.899 -0.313 -2.365
H 4.075 -1.460 -0.907
H 1.970 0.883 4.594
H 0.462 -3.806 -1.740
H 1.588 -2.953 1.436
H 2.171 2.562 0.868
H 3.293 2.595 -2.026
H -4.304 -0.647 -1.057
H -2.264 -4.420 1.251
H -1.915 2.341 1.850
H -0.788 -0.548 2.220
H -3.980 1.046 0.599
H -1.160 4.274 -1.174
H -0.689 2.546 1.070
H 1.153 -0.127 -0.847
H 0.946 2.644 -4.324
H -4.161 0.571 -1.946
H -0.247 -2.848 -1.048
H -2.072 3.107 -1.125
H 4.468 -1.291 2.092
H -2.637 -2.311 -1.589
H -1.284 0.823 -1.330
H -0.107 -0.872 -0.592
H -4.470 2.001 1.800
H 0.396 -0.292 1.107
H 0.012 2.414 -0.876
H -1.975 -1.149 3.707
H 1.373 2.147 -1.361
H -0.586 0.867 1.751
H 2.996 3.737 1.793

For the HOMO energy (alpha / beta), the calculation gives -3.108 / -10.691 eV. The value obtained for the gap between HOMO and LUMO (alpha / beta) is 3.069 / 10.551 eV. Its multiplicity is 2. As for the energy above the lowest of the compared OMol25 structures with the same formula, charge and spin: 0.0 kJ/mol.

[3]
Below is an isolated ion of composition C4H11ClNO and charge +1, with properties calculated with ωB97M-V/def2-TZVPD.

Atoms and positions in Å:
Cl -0.617 -1.531 1.175
O -1.343 0.714 -0.071
N 0.389 -0.887 -1.457
C -0.262 0.201 0.578
C 0.882 0.090 -0.439
C 2.194 -0.388 0.149
C -2.437 1.126 0.747
H -2.900 0.265 1.233
H -2.109 1.845 1.501
H 2.954 -0.467 -0.623
H 1.114 -1.161 -2.126
H 0.061 -1.701 -0.886
H 0.022 0.755 1.479
H 2.077 -1.351 0.638
H 1.002 1.068 -0.916
H -3.150 1.594 0.074
H -0.428 -0.497 -1.944
H 2.551 0.324 0.888

For the HOMO energy, the calculation gives -14.970 eV. As for the SMILES: CO[C@@H](Cl)[C@@H](C)[NH3+]. The value obtained for the gap between HOMO and LUMO is 11.689 eV. Its net charge is +1. As for the energy above the lowest of the compared OMol25 structures with the same formula, charge and spin: 0.0 kJ/mol.

[4]
Below is one molecule with the formula C5H6S3 in a non-equilibrium geometry, with properties calculated with ωB97M-V/def2-TZVPD.

Atoms and positions in Å:
S -1.958 -0.967 -1.699
S 2.356 -0.522 -1.351
S -0.614 2.250 -0.758
C -0.006 -0.809 0.200
C 0.546 1.407 -1.297
C 0.130 -0.198 1.600
C -1.417 -0.574 -0.244
C 0.949 -0.015 -0.810
H -0.610 -0.702 2.283
H -2.040 -0.289 0.705
H 1.095 1.716 -2.123
H 0.285 -1.808 -0.018
H 0.034 0.913 1.523
H 1.249 -0.402 1.990

For the HOMO energy, the calculation gives -8.825 eV. As for the SMILES: C[C@@H](C=S)C(=S)C=S. The value obtained for the gap between HOMO and LUMO is 7.258 eV. As for the energy above the lowest of the compared OMol25 structures with the same formula, charge and spin: 268.9 kJ/mol.